# 1
Entry from the Open Molecules 2025 dataset: a structure of composition C40H29CsF5NO4P2S (ωB97M-V with the def2-TZVPD basis set).

Positions of all 83 atoms, in Å:
Cs -0.8036 0.7558 0.5891
S -1.9343 1.0257 4.0521
P 0.3641 -0.3548 -2.8635
P 2.9784 -3.2225 0.2000
F 2.8904 0.3983 7.4480
F 0.7966 -0.0466 3.2731
F 0.5762 1.4072 8.4957
F 2.9450 -0.3268 4.8139
F -1.5954 1.6880 6.9923
O -3.3750 -1.2810 -3.2357
O -0.7580 4.9463 -2.2627
O -0.0313 3.1928 -1.0514
O -2.6694 -0.9712 -1.1234
N -2.0965 1.6771 -2.0344
C -1.1525 -3.1295 0.6480
C 0.1276 -2.8908 0.1584
C -4.1778 2.8617 -3.3976
C 0.1500 0.7797 -4.2876
C 4.4434 -5.4946 -0.5255
C 2.2833 -5.3501 -1.5553
C 1.8134 0.1686 5.3446
C 2.5358 -6.5202 -2.2525
C 4.7002 -6.6712 -1.2212
C -1.3203 -3.9577 1.7478
C 1.2465 -3.4675 0.7569
C 1.0581 -4.2846 1.8729
C -3.0434 -0.5815 -2.2560
C 3.2369 -4.8201 -0.6846
C 0.5151 -1.9649 -3.7462
C 2.1016 0.0467 -2.3408
C 2.5007 -0.7010 -1.0599
C -0.4495 -4.1474 -4.1174
C -0.2144 -4.5359 2.3592
C -2.0817 2.9907 -2.2664
C 1.7916 0.5319 6.6761
C -0.4585 2.6023 -6.3224
C 0.6169 1.0427 7.1983
C -0.5309 0.8339 5.0402
C -4.1650 1.4897 -3.2003
C -3.1188 3.6284 -2.9373
C -0.5007 1.1829 6.3997
C -0.5051 -2.8886 -3.5248
C 0.1604 3.0370 -5.1590
C 1.5760 -2.3146 -4.5820
C 2.7549 -2.1871 -1.3091
C 0.6813 0.3214 4.5644
C -0.4892 0.3566 -5.4528
C -3.1031 0.9348 -2.4977
C 0.6221 -4.4936 -4.9255
C -0.7845 1.2605 -6.4634
C 0.4632 2.1327 -4.1508
C 1.6374 -3.5712 -5.1622
C -0.8403 3.7917 -1.8038
C 3.7463 -7.1844 -2.0861
H 1.3346 -4.8412 -1.6922
H 1.9205 -4.7211 2.3665
H -0.7881 -0.6781 -5.5645
H 0.8845 2.5091 -3.2270
H 0.3702 4.0866 -4.9970
H 2.3662 -1.5979 -4.7772
H -1.3577 -2.6102 -2.9110
H -1.2940 0.9133 -7.3548
H 5.6448 -7.1848 -1.0870
H 2.8404 -0.1097 -3.1332
H 2.4744 -3.8343 -5.7983
H -1.9922 -2.6470 0.1568
H 3.9430 -8.0998 -2.6312
H 0.2283 -2.2182 -0.6854
H -0.7124 3.3100 -7.1028
H 3.6709 -2.3080 -1.8967
H 1.7874 -6.9100 -2.9316
H 0.6687 -5.4778 -5.3778
H 1.9569 -2.6242 -1.9089
H 2.0715 1.1186 -2.1292
H 5.1875 -5.0898 0.1514
H -0.3440 -5.1679 3.2297
H -5.0027 3.3307 -3.9247
H 1.7091 -0.5706 -0.3133
H -4.9416 0.8419 -3.5829
H -2.3135 -4.1360 2.1406
H -3.0575 4.6954 -3.0950
H -1.2527 -4.8532 -3.9431
H 3.3989 -0.2510 -0.6285

Forces on the atoms, in the same order (eV/Å):
-0.1595 0.0640 -0.0635
0.0303 -0.0125 0.0425
0.0183 0.0557 -0.0422
-0.0178 0.0362 0.0099
-0.0063 -0.0068 0.0095
-0.0126 -0.0112 -0.0121
0.0154 -0.0112 0.0110
0.0139 -0.0044 0.0041
-0.0240 -0.0002 -0.0252
0.0182 -0.0254 0.0555
0.0048 -0.0110 0.0197
-0.0900 -0.1178 0.0088
0.0918 0.1266 0.0971
-0.1619 0.0350 0.1397
-0.0068 0.0033 -0.0109
0.0408 0.0339 0.0719
-0.0350 -0.0047 -0.0207
0.0059 -0.0068 0.0063
-0.0028 -0.0042 -0.0041
-0.0069 0.0029 0.0042
-0.0781 0.0119 -0.1006
0.0155 0.0014 0.0072
-0.0050 0.0051 0.0002
-0.0132 0.0158 -0.0138
0.0088 0.0338 0.0112
-0.0026 0.0055 -0.0011
-0.0836 -0.0389 -0.1701
0.0041 -0.0396 -0.0281
0.0144 0.0059 0.0179
-0.0061 -0.0410 0.0216
-0.0017 0.0162 -0.0587
-0.0016 -0.0070 -0.0008
-0.0081 0.0050 -0.0035
0.0992 -0.0355 0.0135
-0.0030 0.0155 0.0615
-0.0037 -0.0088 -0.0053
-0.0017 -0.0033 -0.0425
-0.1743 0.0416 -0.0677
0.0107 0.0954 -0.0499
-0.0097 -0.0627 -0.0272
0.0484 0.0031 0.0920
-0.0120 -0.0040 -0.0123
0.0127 -0.0212 0.0282
0.0108 -0.0132 -0.0121
-0.0189 0.0060 0.0269
0.2173 -0.0482 0.0341
-0.0127 0.0108 -0.0187
0.1090 -0.0646 0.0890
0.0100 0.0197 -0.0038
0.0037 0.0058 0.0094
-0.0045 0.0196 -0.0167
-0.0196 0.0064 0.0072
0.0198 0.0543 -0.0260
-0.0116 0.0021 -0.0016
0.0039 -0.0034 0.0020
-0.0001 0.0004 0.0026
0.0111 -0.0084 0.0178
0.0040 -0.0090 0.0027
-0.0029 0.0026 -0.0117
-0.0060 0.0068 0.0072
0.0030 0.0029 -0.0003
0.0010 0.0054 -0.0017
0.0015 0.0021 0.0044
0.0001 -0.0045 -0.0014
0.0002 -0.0041 -0.0017
0.0059 -0.0023 -0.0039
-0.0013 -0.0008 0.0001
-0.0444 -0.0806 -0.0733
0.0019 0.0015 -0.0002
0.0033 -0.0026 -0.0023
-0.0010 0.0014 0.0007
0.0005 0.0002 -0.0011
0.0115 0.0100 0.0116
0.0115 0.0026 0.0040
0.0021 -0.0060 -0.0010
0.0076 -0.0015 0.0005
0.0017 -0.0063 0.0013
0.1231 -0.0546 -0.0398
0.0084 -0.0152 0.0008
0.0040 0.0015 0.0047
0.0310 0.0075 0.0100
-0.0031 0.0028 0.0027
-0.0064 0.0176 0.0044

## Properties
ΔE to the lowest compared entry with this formula, charge and spin (kcal per mole): 7.5
Charge: -2
Max |F| (eV Å⁻¹): 0.23
M (g mol⁻¹): 909.6

Atom charges from the Löwdin analysis, given in e for atoms 1 to 8: 0.928, 0.427, 1.093, 1.057, 0.077, -0.007, 0.081, 0.093

=====

# 2
Entry from the Open Molecules 2025 dataset: a structure of composition C40H29F3IN2O2PSZr (ωB97M-V with the def2-TZVPD basis set).

Positions of all 80 atoms, in Å:
I -0.7325 -2.5059 0.3643
Zr 1.2053 -0.1335 -0.1502
S 1.4153 -3.5455 -1.7731
P -1.3886 0.9740 -0.5579
F 4.0143 -5.1258 -2.4705
F 4.9860 -5.9999 -0.7663
F 2.8576 -6.1908 -0.9844
O 1.4324 1.8974 -0.1559
O 2.4098 3.8930 0.0972
N 2.5487 -2.0007 0.0732
N 3.5257 0.6248 -0.7362
C -3.9103 0.6365 2.6033
C 0.5883 -0.1308 2.0710
C 3.8709 -5.3382 -1.1567
C -4.8772 -0.7080 0.8645
C -1.4826 -1.2980 4.9994
C 3.7081 -4.0591 -0.3723
C 3.4550 -1.7689 1.0479
C -1.5925 2.7889 -0.6698
C -1.9642 0.0999 -5.0251
C 4.4932 -2.5954 1.3553
C 0.4019 -0.5932 -5.1482
C -2.0967 -2.5640 3.0523
C -0.7992 4.8456 -1.6509
C -3.0295 0.5644 -4.3054
C 1.6950 -0.6593 -3.1247
C 2.4608 2.7007 -0.0586
C -1.1634 -1.8933 2.3175
C -2.8962 0.7987 -2.9256
C -0.6917 3.4767 -1.4823
C 3.7930 1.9460 -0.1525
C -0.5893 0.0307 -3.0036
C 2.6051 -3.1722 -0.6514
C 1.5906 -0.8243 -4.5250
C -0.3452 -0.8703 2.8651
C -2.6119 3.4970 -0.0417
C -2.7176 4.8712 -0.2119
C -2.8613 0.9630 1.7619
C -4.9200 -0.2039 2.1552
C 1.2939 1.0018 4.1371
C -1.7130 0.5241 -2.2858
C 4.6209 -3.7718 0.6002
C -3.8385 -0.3607 0.0107
C -2.2717 -2.2441 4.4129
C 1.3885 0.7722 2.7449
C -2.8247 0.4837 0.4499
C 0.3521 0.3438 4.8688
C -0.7230 -0.1619 -4.4033
C 0.6464 -0.2370 -2.3388
C -1.8109 5.5484 -1.0114
C -0.4994 -0.6058 4.2515
H 4.3071 -0.0097 -0.6098
H 5.4349 -4.4549 0.7940
H -3.9709 0.7758 -4.7959
H -0.0834 5.3648 -2.2746
H -3.9263 1.0200 3.6150
H 4.5140 2.5374 -0.7158
H 2.4473 -1.1704 -5.0894
H -3.8146 -0.7590 -0.9949
H 0.0998 2.9369 -1.9849
H -3.3401 2.9855 0.5736
H 4.1831 1.8207 0.8596
H 3.3890 0.7258 -1.7399
H -3.5173 5.4089 0.2814
H 5.1761 -2.3547 2.1558
H -3.7280 1.2206 -2.3734
H -5.6593 -1.3691 0.5131
H 2.0950 1.3980 2.2033
H -5.7355 -0.4719 2.8152
H -1.5902 -1.0676 6.0530
H -1.8907 6.6205 -1.1368
H 3.3068 -0.8568 1.6221
H -2.0541 -0.0641 -6.0928
H -2.6955 -3.3446 2.6013
H 2.6408 -0.9595 -2.6774
H -2.0639 1.6046 2.1215
H 1.9511 1.7221 4.6083
H 0.2973 -0.7391 -6.2169
H 0.2418 0.5299 5.9306
H -3.0219 -2.7693 4.9901

Forces on the atoms, in the same order (eV/Å):
-0.0018 0.0720 -0.0181
0.2933 -0.0366 -0.1961
0.0075 0.0094 -0.1212
-0.0736 -0.1397 0.1075
0.0032 0.0693 -0.1052
0.0615 0.0025 0.0572
-0.1027 -0.0613 0.0455
-0.1045 0.1339 0.2398
0.0551 -0.0584 0.0177
0.2074 -0.1646 -0.0255
-0.1338 -0.0644 -0.0319
0.0548 -0.0612 0.0417
0.0400 0.0675 -0.0088
0.0601 -0.0484 0.0023
-0.0341 0.0074 -0.0029
-0.0336 -0.0281 0.0166
-0.0066 0.1017 0.0119
0.0710 -0.0267 0.1784
0.1017 0.0414 0.0308
-0.0172 -0.0102 -0.0330
-0.0200 0.0547 0.0427
0.0534 -0.0271 -0.0158
-0.0214 -0.0028 -0.1316
0.0123 -0.0149 -0.0176
-0.0301 0.0074 -0.0380
-0.0152 0.0529 0.0219
0.2830 0.0942 -0.0630
-0.0360 0.0530 0.0247
0.0739 -0.0051 0.0515
0.0039 0.0355 -0.0055
-0.1208 0.0612 -0.0019
-0.0598 0.0370 -0.0819
-0.0668 -0.0372 0.1022
-0.0379 -0.0454 -0.0386
-0.0132 0.0440 -0.0412
-0.0524 0.0021 -0.0176
0.0111 0.0294 -0.0235
0.0545 -0.0561 -0.0024
-0.0332 -0.0341 0.0076
-0.0066 -0.0015 0.0483
-0.1540 -0.0305 -0.0281
-0.0472 -0.0056 -0.0463
0.0624 -0.0271 -0.0016
-0.0087 0.0526 0.0909
-0.2320 -0.0160 -0.0679
0.0583 -0.0408 0.0052
0.0216 0.0241 -0.0052
-0.0137 0.0290 0.0922
-0.2055 -0.0424 -0.0068
-0.0142 0.0094 0.0225
0.0012 -0.0172 -0.0780
-0.0328 -0.0337 0.0300
0.0074 -0.0178 -0.0025
0.0036 -0.0067 -0.0016
-0.0045 0.0048 0.0018
-0.0056 0.0048 0.0113
-0.0309 0.0161 -0.0175
0.0020 0.0060 0.0004
0.0083 -0.0211 0.0032
0.0006 -0.0003 -0.0144
0.0347 0.0661 -0.0482
-0.0050 -0.0073 0.0017
0.0429 0.0016 -0.0061
0.0038 0.0039 0.0019
-0.0058 0.0087 0.0015
0.0029 0.0068 0.0000
0.0074 -0.0029 0.0045
0.0310 -0.0303 0.0041
0.0048 0.0050 -0.0057
-0.0021 -0.0025 -0.0052
-0.0033 -0.0012 -0.0020
0.0227 0.0073 0.0004
-0.0032 0.0062 0.0020
-0.0005 0.0022 -0.0029
0.0092 -0.0020 0.0138
0.0158 -0.0242 0.0221
-0.0108 0.0078 0.0036
0.0047 0.0064 0.0002
0.0011 0.0058 0.0000
0.0070 0.0020 -0.0004

## Properties
Charge: 0
Max |F| (eV Å⁻¹): 0.35
M (g mol⁻¹): 907.8
DFT total energy (eV): -86687.39730

Atom charges from the Löwdin analysis, given in e for atoms 1 to 8: 1.185, 1.422, 0.599, 1.062, 0.126, 0.111, 0.131, -0.283